Entry 1:
# C7H10N3O2

The ion C7H10N3O2 with charge +1 (wB97M-V/def2-TZVPD, the Open Molecules 2025 dataset).

Geometry as ORCA input:
```
! RIJCOSX wB97M-V def2-TZVPD def2/J DEFGRID3
* xyz 1 1
C 0.81801 -1.12067 0.99776
C -0.35604 -0.14570 0.63843
C 0.00203 1.25126 1.13621
C -1.36999 -0.80589 1.57656
N -1.80744 -1.21937 2.60741
O -2.35076 -1.66644 3.56249
C -0.85718 -0.18723 -0.87293
C 0.22494 0.02091 -1.94214
C -0.28234 0.83750 -2.97893
N -0.55078 1.62586 -3.78265
N 1.37061 0.64445 -1.34701
O 2.25974 -0.04359 -0.77898
H 1.15705 -1.17706 2.05346
H 0.76449 -2.14271 0.62816
H 1.78976 -0.69379 0.55276
H 0.18772 1.08644 2.14175
H -0.89861 1.95773 0.94888
H 0.78469 1.61463 0.50055
H -1.45145 -1.09748 -1.15430
H -1.57709 0.60232 -1.06141
H 0.65474 -0.94837 -2.27664
H 1.48788 1.60718 -1.14942
*
```

Calculated values
- strongest force on any atom (eV/A) = 5.3
- SMILES = CC(C)(C#[N+][O-])C[C@@H](C#N)[NH+]=O
- ΔE to the lowest compared entry with this formula, charge and spin (kcal/mol) = 217.1



Entry 2:
# C7H10N3OP

An isolated molecule of C7H10N3OP (wB97M-V/def2-TZVPD, the Open Molecules 2025 dataset).

Geometry as ORCA input:
```
! RIJCOSX wB97M-V def2-TZVPD def2/J DEFGRID3
* xyz 0 1
C -0.38982 -3.81985 -1.52315
C 0.00978 -2.58429 -2.20013
P 0.07702 -0.97337 -1.70084
C 0.28717 0.22323 -0.31846
N 0.70825 -0.34425 0.89904
C 0.62949 0.20252 2.12347
O 0.67737 -0.44814 3.17653
C 0.36968 1.66693 1.93963
N 0.38166 2.46501 3.05838
N 0.00274 2.20684 0.79080
C -0.27898 1.44052 -0.28287
C -0.94213 2.04032 -1.49906
H 0.53962 -4.29435 -1.51814
H -0.59007 -3.62309 -0.49700
H -1.06689 -4.39464 -1.97439
H 0.92259 -0.60388 -2.74037
H 0.75464 -1.29135 0.70361
H 0.72982 2.16083 3.93103
H 0.36854 3.45545 3.00869
H -0.75350 1.32817 -2.32545
H -0.43818 3.05686 -1.76887
H -1.99879 2.13054 -1.28244
*
```

Calculated values
- strongest force on any atom (eV/A) = 4.5
- SMILES = CC#[PH]c1[nH]c(=O)c(N)nc1C
- ΔE to the lowest compared entry with this formula, charge and spin (kcal/mol) = 32.1



Entry 3:
# C7H10N4

A structure of composition C7H10N4 (wB97M-V/def2-TZVPD, the Open Molecules 2025 dataset).

Geometry as ORCA input:
```
! RIJCOSX wB97M-V def2-TZVPD def2/J DEFGRID3
* xyz 0 1
C -2.23007 0.98440 -0.79685
C -0.70444 -0.11880 -0.00314
C 0.67323 -0.54336 0.32937
C 3.00113 0.53616 0.47924
C 3.02956 -0.19376 -0.88237
C 1.73141 0.33387 -0.30838
C -4.12512 -0.51572 -0.09813
N -0.96346 1.05455 -0.66127
N -1.77889 -0.84454 0.35613
N 0.99751 -1.49948 1.11811
N -2.75863 -0.10043 -0.16994
H -2.78973 1.76894 -1.34173
H 3.00469 -0.15108 1.40701
H 3.36096 1.47591 0.66676
H 3.68396 0.28560 -1.72925
H 3.35864 -1.24409 -0.83519
H 1.28484 1.20974 -0.84650
H -4.62827 -0.19122 0.75969
H -4.71038 -0.11835 -0.91238
H -4.08117 -1.63798 -0.11359
H 1.94731 -1.74206 0.95479
*
```

Calculated values
- strongest force on any atom (eV/A) = 4.1
- ΔE to the lowest compared entry with this formula, charge and spin (kcal/mol) = 59.7



Entry 4:
# C7H10N4

The ion C7H10N4 with charge +2 (wB97M-V/def2-TZVPD, the Open Molecules 2025 dataset).

Geometry as ORCA input:
```
! RIJCOSX wB97M-V def2-TZVPD def2/J DEFGRID3
* xyz 2 1
C 1.17125 0.04722 -1.53727
C -1.71402 0.83171 0.89963
C 0.76850 1.17074 -1.10364
C 0.19545 2.04517 -0.15453
C 0.07390 -1.61357 0.00502
C -0.81593 -2.50952 -0.46731
C 1.31092 -1.29676 -0.76657
N -0.97501 1.70227 0.34858
N -1.36452 -0.34937 1.42661
N 0.78279 3.16611 0.20670
N -0.14680 -0.95655 1.21135
H 1.54702 -0.05566 -2.55531
H -2.76558 1.09892 1.00749
H -1.67227 -2.82639 0.10504
H -0.68561 -2.99058 -1.42175
H 1.52187 -2.08903 -1.48246
H 2.18637 -1.16278 -0.12311
H -2.05139 -0.85253 1.98568
H 1.63239 3.49560 -0.23485
H 0.35183 3.75464 0.91119
H 0.64883 -0.60967 1.73951
*
```

Calculated values
- strongest force on any atom (eV/A) = 1.8
- ΔE to the lowest compared entry with this formula, charge and spin (kcal/mol) = 105.8



Entry 5:
# C7H10N4O7SZr

A structure of composition C7H10N4O7SZr (wB97M-V/def2-TZVPD, the Open Molecules 2025 dataset).

Geometry as ORCA input:
```
! RIJCOSX wB97M-V def2-TZVPD def2/J DEFGRID3
* xyz 0 1
Zr -0.06766 0.04765 -0.03179
N -1.22392 0.58825 1.95506
C -1.53563 -0.67487 2.67019
C -1.88861 -1.72415 1.61619
O -2.91110 -2.37647 1.68920
N -0.93283 -1.78928 0.63968
C -1.15385 -2.75304 -0.42419
C -1.07870 -2.09388 -1.80330
O -1.17551 -2.68939 -2.83545
O -0.86531 -0.76118 -1.73019
H -2.07968 1.08501 1.72623
H -0.64490 1.19933 2.52393
H -0.63120 -0.98953 3.19011
H -2.35011 -0.56639 3.38279
H -0.39685 -3.54083 -0.40837
H -2.12606 -3.23868 -0.32217
O 1.90549 -0.91613 -0.17368
S 2.40802 0.50886 0.02559
O 3.80553 0.70835 0.10930
O 1.58372 0.89652 1.25732
O 1.64571 1.21806 -1.06212
N -1.36918 3.35551 -2.42813
C -0.89270 4.10441 -1.37402
C -0.79548 3.24496 -0.33273
N -1.23799 1.99130 -0.72611
C -1.55857 2.10280 -2.00364
H -1.54130 3.67516 -3.36606
H -0.65209 5.14684 -1.47047
H -0.41898 3.43260 0.65826
H -1.89778 1.28999 -2.62521
*
```

Calculated values
- strongest force on any atom (eV/A) = 0.6
- ΔE to the lowest compared entry with this formula, charge and spin (kcal/mol) = 14.5



Entry 6:
# C7H10N5O

The ion C7H10N5O with charge +1 (wB97M-V/def2-TZVPD, the Open Molecules 2025 dataset).

Geometry as ORCA input:
```
! RIJCOSX wB97M-V def2-TZVPD def2/J DEFGRID3
* xyz 1 1
C 0.58046 -3.70647 2.96478
C 0.52495 -3.43352 1.64232
O 0.89850 -2.25908 1.12500
C 0.42109 -1.82416 -0.01011
N 0.71550 -0.65891 -0.29860
N 0.52474 -0.18977 -1.53834
C 0.12757 0.95196 -1.84620
C 0.31928 1.52218 -3.18546
N -0.35925 1.76995 -0.71135
C -0.00614 1.63696 0.57505
N -0.86185 2.48398 1.27391
C -1.64179 3.05554 0.39409
N -1.38790 2.64513 -0.78624
H 0.66503 -4.80242 3.28405
H 0.68197 -2.97416 3.74624
H 0.33580 -4.14249 0.83778
H -0.13526 -2.48829 -0.76947
H 1.22485 2.02989 -3.39047
H 0.28381 0.62724 -3.67788
H -0.49355 2.23268 -3.37283
H 0.83344 1.03403 0.82947
H -0.74850 2.76588 2.21591
H -2.50272 3.72382 0.69835
*
```

Calculated values
- strongest force on any atom (eV/A) = 4.3
- SMILES = C=CO/C=N/N=C(/C)n1c[nH+]cn1
- ΔE to the lowest compared entry with this formula, charge and spin (kcal/mol) = 110.3



Entry 7:
# C7H10N5O

The ion C7H10N5O with charge +1 (wB97M-V/def2-TZVPD, the Open Molecules 2025 dataset).

Geometry as ORCA input:
```
! RIJCOSX wB97M-V def2-TZVPD def2/J DEFGRID3
* xyz 1 1
C -3.00019 0.56887 -0.14008
C 1.27667 0.19131 0.55311
C -1.30638 1.79726 -0.84361
C -0.07650 -0.16384 0.51145
C -2.29413 -0.64839 0.03176
C 3.50295 0.28268 0.29080
C 2.20646 -1.37356 -0.90661
N -2.35897 1.77148 -0.15488
N -1.05288 -0.86995 0.42394
N -4.22214 0.06664 0.06450
N 2.26703 -0.30570 -0.11777
N -3.57289 -1.30264 0.31157
O 1.49674 1.19389 1.49681
H -0.63643 2.63369 -0.79344
H 3.81132 -0.14741 1.19755
H 4.24538 -0.00986 -0.39002
H 3.49861 1.37976 0.34801
H -1.06837 1.03440 -1.67877
H 3.03293 -1.88091 -1.37823
H 1.39198 -1.98397 -1.21560
H 0.59379 1.57975 1.64778
H -3.88678 -2.01625 -0.43076
H -3.84819 -1.79723 1.17248
*
```

Calculated values
- strongest force on any atom (eV/A) = 7.8
- ΔE to the lowest compared entry with this formula, charge and spin (kcal/mol) = 211.6



Entry 8:
# C7H10N6

An isolated molecule of C7H10N6 (wB97M-V/def2-TZVPD, the Open Molecules 2025 dataset).

Geometry as ORCA input:
```
! RIJCOSX wB97M-V def2-TZVPD def2/J DEFGRID3
* xyz 0 1
C 0.66571 0.27272 -4.18101
C 1.01075 0.25257 -2.73954
N 0.11587 0.39737 -1.86205
C 0.44259 0.61927 -0.59413
N 1.64968 0.97003 -0.10908
C 1.79865 0.94995 1.13861
N 3.05982 1.11252 1.55201
N 0.90201 0.46683 1.94942
C -0.25036 0.25734 1.50533
N -1.15863 -0.03456 2.41344
C -2.10584 -0.87848 1.97123
C -3.36467 -1.40283 2.56276
N -0.54180 0.35344 0.18381
H -0.13920 0.99039 -4.30418
H 0.49347 -0.71875 -4.57139
H 1.53050 0.62411 -4.76983
H 2.08696 0.34164 -2.58874
H 3.38235 0.55286 2.36899
H 3.64108 1.14799 0.79393
H -2.07537 -1.47074 0.98587
H -3.37975 -2.50646 2.56247
H -3.38262 -1.11064 3.62515
H -4.38121 -1.18658 2.10692
*
```

Calculated values
- strongest force on any atom (eV/A) = 8.0
- SMILES = C/C=N/c1nc(N)nc(/N=C/C)n1
- ΔE to the lowest compared entry with this formula, charge and spin (kcal/mol) = 66.2



Entry 9:
# C7H10N6O2

An isolated molecule of C7H10N6O2 (wB97M-V/def2-TZVPD, the Open Molecules 2025 dataset).

Geometry as ORCA input:
```
! RIJCOSX wB97M-V def2-TZVPD def2/J DEFGRID3
* xyz 0 1
N -1.86700 -1.97205 0.15300
C -1.01931 -0.84839 -0.21062
C -1.67006 0.13734 -1.25276
C -1.19138 1.57517 -1.13343
O -1.36822 2.36468 -2.02117
O -0.61751 2.00929 -0.04242
C 0.11156 1.02947 0.96936
N 0.47380 1.54548 2.16089
N -0.72859 -0.07365 1.04267
C 1.25422 0.62037 0.16308
N 2.49490 1.28597 -0.05197
C 3.12815 0.55623 -1.00778
N 2.46659 -0.55122 -1.30007
C 1.27802 -0.48575 -0.68856
N 0.25282 -1.43663 -0.77264
H -1.91730 -2.63292 -0.64458
H -1.64941 -2.34248 1.06048
H -2.80450 0.39444 -1.07057
H -1.54124 0.00896 -2.33913
H -0.27397 1.87729 2.70141
H 1.20876 2.16784 2.27623
H -1.39527 -0.14887 1.82717
H 2.74241 2.20021 0.16023
H 4.13167 0.57993 -1.30938
H 0.14895 -1.93120 -1.70725
*
```

Calculated values
- strongest force on any atom (eV/A) = 3.4
- SMILES = N[C@@]12CC(=O)O[C@@](N)(N1)c1[nH]cnc1N2
- ΔE to the lowest compared entry with this formula, charge and spin (kcal/mol) = 2.8



Entry 10:
# C7H10NO

The ion C7H10NO with charge +1 (wB97M-V/def2-TZVPD, the Open Molecules 2025 dataset).

Geometry as ORCA input:
```
! RIJCOSX wB97M-V def2-TZVPD def2/J DEFGRID3
* xyz 1 1
C 2.73936 -0.23378 0.98468
O 2.20207 -1.12150 -0.08683
C 1.55963 -0.28982 -1.15718
C -0.01158 -0.08189 -0.63596
C -0.94427 -1.44519 -0.37080
C -2.48139 -1.11514 0.19311
C -2.94746 0.45724 0.44679
N -1.99061 1.61899 0.14709
C -0.57840 1.43583 -0.37011
H 3.88751 -0.08026 0.70683
H 2.61062 -0.81876 2.01048
H 2.20635 0.80841 1.04254
H 2.12436 0.75262 -1.23855
H 1.61539 -0.92484 -2.14465
H -0.55965 -2.53963 -0.53909
H -3.16637 -2.04336 0.39037
H -4.04208 0.66157 0.86976
H -2.33779 2.59076 0.30667
H 0.11429 2.36874 -0.55515
*
```

Calculated values
- strongest force on any atom (eV/A) = 6.0
- SMILES = COCc1ccc[nH+]c1
- ΔE to the lowest compared entry with this formula, charge and spin (kcal/mol) = 187.2